CH5N2O2PSi | the ωB97M-V functional and the def2-TZVPD basis

Cartesian coordinates (Å):
1 C 0.84929 -1.39698 0.09211
2 N -0.31263 -1.24117 0.00857
3 N -2.74232 0.14294 -0.46926
4 O -0.83841 1.13843 0.80992
5 O 1.77485 0.90138 -0.48310
6 Si 2.52497 -0.31589 0.02905
7 P -1.10715 0.39200 -0.54006
8 H -3.32724 0.42784 -1.19874
9 H -3.28664 0.05608 0.37874
10 H 0.08542 1.30663 0.54622
11 H 2.69648 -0.18723 1.42686
12 H 3.68337 -1.22404 -0.60030

Results
- energy above the lowest of the compared OMol25 structures with the same formula, charge and spin (kcal/mol) = 48.1
- energy (a.u.) = -931.9421
- LUMO energy (eV) = -0.335
- highest occupied orbital energy (eV) = -9.78
- gap between HOMO and LUMO (Eh) = 0.3471

Electronic structure analysis, Löwdin charges in units of e:
1. C -0.136
2. N -0.069
3. N -0.155
4. O -0.242
5. O -0.490
6. Si 0.309
7. P 0.797
8. H 0.016
9. H 0.058
10. H 0.000
11. H -0.059
12. H -0.029



C9H16N5O | the ωB97M-V functional and the def2-TZVPD basis

Cartesian coordinates (Å):
1 C 2.78946 -1.47847 0.69963
2 C 1.83030 0.61189 1.41949
3 C 2.90792 0.65232 -0.67620
4 C -0.96211 -1.97986 0.08038
5 C -2.62826 -0.60948 -1.36765
6 C -1.98485 0.07309 1.04889
7 C -0.27020 0.17202 -0.70606
8 C 2.45576 -0.10596 0.47857
9 C -1.47363 -0.57450 -0.31236
10 N 3.01909 -2.60198 0.75240
11 N 1.11290 1.09425 2.22093
12 N 3.97780 0.22162 -1.42685
13 N -0.24301 1.40387 -0.56428
14 N -2.33303 1.52844 0.80057
15 O 2.39060 1.70309 -1.07361
16 H -0.45891 -2.05173 1.02560
17 H -0.21075 -2.21514 -0.56494
18 H -1.74765 -2.85771 0.03021
19 H -2.47916 0.27052 -1.87942
20 H -2.46659 -1.41607 -2.12473
21 H -3.71328 -0.63310 -0.99770
22 H -2.79981 -0.42623 1.34987
23 H -1.24176 -0.07138 1.69800
24 H 0.68335 -0.14505 -1.23828
25 H 4.56439 -0.45078 -1.01149
26 H 4.28988 0.81197 -2.16239
27 H 1.15667 1.36120 3.19701
28 H 0.63829 2.06207 -0.78990
29 H -3.21941 1.81343 0.40716
30 H -1.26863 1.80462 -0.01350
31 H -2.31536 2.03302 1.70064

Results
- energy above the lowest of the compared OMol25 structures with the same formula, charge and spin (kcal/mol) = 10.0
- energy (a.u.) = -701.2274
- LUMO energy (eV) = -3.278
- highest occupied orbital energy (eV) = -13.08
- gap between HOMO and LUMO (Eh) = 0.3603
- charge = +1

Electronic structure analysis, Löwdin charges in units of e:
1. C -0.185
2. C -0.066
3. C -0.494
4. C -0.029
5. C 0.000
6. C -0.103
7. C -0.134
8. C -0.181
9. C -0.458
10. N 0.194
11. N 0.290
12. N 0.212
13. N 0.155
14. N 0.059
15. O 0.008
16. H 0.076
17. H 0.038
18. H 0.148
19. H 0.040
20. H 0.108
21. H 0.126
22. H 0.092
23. H 0.061
24. H 0.163
25. H 0.095
26. H 0.119
27. H 0.135
28. H 0.171
29. H 0.121
30. H 0.107
31. H 0.131



C16H24N2O4 | the ωB97M-V functional and the def2-TZVPD basis

Cartesian coordinates (Å):
1 C 4.01450 -1.59982 -3.18724
2 C 2.49253 -1.65335 -3.23137
3 C 1.86801 -0.33936 -2.77006
4 C 0.34232 -0.38918 -2.79900
5 C -0.27727 0.91703 -2.30458
6 C -1.78134 1.02447 -2.55947
7 C -2.59147 -0.09229 -1.89659
8 C -2.40098 -0.07691 -0.39505
9 O -2.40289 0.94157 0.27746
10 N -2.26075 -1.30434 0.15807
11 N -2.22575 -1.52347 1.51831
12 C -1.40736 -0.86346 2.22994
13 C -1.49215 -1.02676 3.71341
14 C -0.28968 -0.01877 1.73798
15 C -0.18385 1.32750 1.98242
16 O -1.16952 2.05232 2.52645
17 C 1.01682 2.00860 1.62563
18 C 1.99288 1.32839 0.98517
19 C 3.28505 1.91765 0.52799
20 O 1.85750 0.03475 0.66661
21 C 0.73411 -0.70547 0.99011
22 O 0.70656 -1.85696 0.62372
23 H 4.35577 -1.41170 -2.17172
24 H 4.38955 -0.80464 -3.82914
25 H 4.44155 -2.54184 -3.52334
26 H 2.16430 -1.87524 -4.25000
27 H 2.14074 -2.45761 -2.58256
28 H 2.19694 -0.13703 -1.74986
29 H 2.21997 0.47638 -3.40817
30 H 0.01647 -1.21703 -2.16681
31 H 0.00628 -0.58619 -3.82070
32 H -0.08905 1.02699 -1.23451
33 H 0.21119 1.75535 -2.80868
34 H -2.13154 1.98135 -2.16786
35 H -1.97125 1.00430 -3.63484
36 H -3.65342 0.07473 -2.09715
37 H -2.31288 -1.06347 -2.30464
38 H -2.45776 -2.14042 -0.37221
39 H -2.34736 -1.64535 3.96702
40 H -0.58149 -1.50191 4.07568
41 H -1.57881 -0.05573 4.19848
42 H -2.02021 1.64678 2.28979
43 H 1.10549 3.05611 1.85044
44 H 3.39423 2.93135 0.89833
45 H 4.11356 1.30534 0.87883
46 H 3.31988 1.92493 -0.56096

Results
- energy above the lowest of the compared OMol25 structures with the same formula, charge and spin (kcal/mol) = 42.4
- energy (a.u.) = -1034.5611
- SMILES = CCCCCCCC(=O)N/N=C(/C)c1c(O)cc(C)oc1=O
- LUMO energy (eV) = 0.566
- highest occupied orbital energy (eV) = -8.63
- gap between HOMO and LUMO (Eh) = 0.3380

Electronic structure analysis, Löwdin charges in units of e:
1. C -0.116
2. C -0.268
3. C -0.228
4. C -0.211
5. C -0.197
6. C -0.191
7. C -0.107
8. C -0.461
9. O 0.060
10. N 0.073
11. N 0.125
12. C -0.290
13. C -0.007
14. C -0.059
15. C -0.256
16. O 0.101
17. C 0.062
18. C -0.297
19. C 0.010
20. O 0.102
21. C -0.407
22. O 0.105
23. H 0.069
24. H 0.069
25. H 0.066
26. H 0.107
27. H 0.111
28. H 0.092
29. H 0.117
30. H 0.105
31. H 0.120
32. H 0.100
33. H 0.117
34. H 0.112
35. H 0.113
36. H 0.126
37. H 0.108
38. H 0.153
39. H 0.082
40. H 0.093
41. H 0.083
42. H 0.113
43. H 0.129
44. H 0.087
45. H 0.095
46. H 0.089



C4H12O | the ωB97M-V functional and the def2-TZVPD basis

Cartesian coordinates (Å):
1 C -1.05038 0.12110 -1.96494
2 C -0.09427 -0.96845 -1.51452
3 O 1.15012 -0.52107 -0.99477
4 H -1.97146 0.13929 -1.38267
5 H -1.46906 -0.05402 -2.96083
6 H -0.56975 1.09661 -1.97728
7 H -0.58887 -1.54525 -0.72248
8 H 0.17411 -1.72886 -2.24618
9 H 1.04967 0.33699 -0.58117
10 C -0.17972 1.29231 2.21789
11 C 0.28378 -0.14990 2.02240
12 H -0.95865 1.57288 2.91892
13 H 0.68110 1.95120 2.36526
14 H -0.49895 1.71990 1.25581
15 H -0.36336 -0.91732 2.44886
16 H 1.27445 -0.29988 2.44747
17 H 0.33678 -0.36589 0.95469

Results
- energy above the lowest of the compared OMol25 structures with the same formula, charge and spin (kcal/mol) = 22.4
- energy (a.u.) = -234.7969
- SMILES = CCO.CC
- LUMO energy (eV) = 1.007
- highest occupied orbital energy (eV) = -10.13
- gap between HOMO and LUMO (Eh) = 0.4092

Electronic structure analysis, Löwdin charges in units of e:
1. C -0.079
2. C -0.317
3. O -0.102
4. H 0.070
5. H 0.070
6. H 0.074
7. H 0.099
8. H 0.111
9. H 0.058
10. C -0.162
11. C -0.149
12. H 0.059
13. H 0.061
14. H 0.051
15. H 0.068
16. H 0.069
17. H 0.018